ORCA calculation (the ωB97M-V functional and the def2-TZVPD basis) on 12 unconnected molecules or ions with the total composition C28H80N4O12 at a distorted geometry.

Last column: Löwdin charge in e.
Atoms and positions in Å:
C (-0.823, -3.327, -2.391)  -0.65
H (-1.586, 3.240, 1.780)  0.09
H (-2.394, -1.509, -4.744)  0.04
O (0.332, -3.155, -1.922)  -0.02
O (1.349, 3.163, -4.894)  -0.13
C (2.937, 0.146, -1.786)  -0.60
C (0.848, 2.978, 0.579)  -0.03
H (0.324, -4.343, -0.614)  0.02
H (-3.313, 3.388, -2.614)  0.14
H (-1.143, -2.730, 3.012)  0.06
C (0.122, 0.141, -6.425)  -0.04
H (3.948, 3.751, -0.676)  0.07
H (2.467, -1.609, -0.646)  0.04
C (-0.215, -0.407, 0.476)  -0.06
H (1.093, -5.094, 5.691)  0.08
H (4.316, 0.686, 1.436)  0.04
H (-1.502, 0.820, -5.299)  0.13
H (-0.371, 0.648, 0.835)  0.08
H (-1.108, 4.036, -5.148)  0.12
C (-1.724, -1.321, -5.557)  -0.05
H (-0.888, -5.385, -2.343)  0.09
O (1.965, 0.797, -1.398)  -0.05
H (-1.858, 3.066, -3.902)  0.05
C (2.887, 3.855, -0.572)  -0.02
H (1.251, 1.850, -2.680)  0.11
H (2.699, 2.024, 0.529)  0.09
H (2.075, 1.655, 4.006)  0.09
H (0.321, 1.068, 4.741)  0.10
H (0.784, 1.029, -6.308)  0.08
H (4.315, 1.741, 2.744)  0.07
H (4.883, 0.234, 3.111)  0.09
H (2.649, 4.924, -0.417)  0.10
N (0.335, 2.194, -3.014)  0.16
H (-2.328, -1.204, -6.510)  0.09
H (0.517, 2.368, -0.240)  0.04
C (0.278, 2.938, -4.063)  -0.63
H (4.044, -1.510, -1.270)  0.07
H (-2.805, -1.147, 2.874)  0.08
O (-1.369, -0.450, 5.150)  0.03
H (-1.476, 0.896, -1.061)  0.11
O (0.411, -4.849, 0.209)  -0.13
H (1.961, -3.487, 0.525)  0.07
H (0.444, -3.116, 1.179)  0.05
H (-4.884, 4.396, 0.527)  0.10
H (-1.133, -1.400, 5.196)  0.08
H (-2.456, 0.389, 2.098)  0.07
C (0.097, -5.052, 5.211)  -0.03
H (-3.236, 4.781, 0.209)  0.07
H (-0.192, 1.523, 3.172)  0.05
H (-1.023, -1.054, 0.802)  0.08
O (-0.286, -0.256, -4.152)  0.01
H (-0.936, -2.484, -3.116)  0.13
H (-0.674, -5.324, 5.994)  0.11
C (-2.523, -0.100, 3.114)  -0.03
H (0.361, 2.597, 1.492)  0.06
H (-1.044, -4.427, 2.593)  0.08
H (3.930, 1.922, -2.499)  0.07
C (-3.890, 3.958, 0.292)  -0.03
H (-3.932, 3.489, -0.676)  0.04
H (-3.741, 2.293, -3.897)  0.13
H (3.618, -0.698, 0.207)  0.07
C (-2.733, 1.521, -2.515)  -0.58
C (4.179, 0.722, 2.472)  -0.01
H (-4.745, 3.585, 3.057)  0.09
N (-3.143, 2.541, -3.165)  0.15
H (0.185, -5.763, 4.423)  0.06
H (-0.061, -1.263, -1.333)  0.05
H (1.376, -4.429, 2.009)  0.09
H (1.008, -3.224, -2.612)  0.16
N (-0.924, 3.454, -4.316)  0.14
H (2.464, 3.501, -1.564)  0.09
O (2.543, 0.861, 4.056)  0.06
H (-3.390, 0.327, 3.606)  0.08
C (-0.837, -0.048, -5.248)  -0.63
C (-0.609, 1.204, 4.129)  -0.03
H (-3.411, 2.488, 3.437)  0.06
C (3.289, -0.964, -0.798)  -0.01
C (-3.341, 3.016, 1.373)  -0.61
H (-1.522, -3.324, -0.340)  0.10
O (-3.003, 0.238, -2.979)  -0.07
H (1.186, 0.222, -1.336)  0.05
H (0.422, 3.925, 0.165)  0.11
H (-3.799, 1.968, 1.212)  0.16
H (2.556, -1.695, 2.181)  0.06
C (-0.080, -3.718, 4.517)  -0.66
H (4.992, 0.416, -2.404)  0.10
C (-1.228, -3.744, 3.464)  0.00
C (4.188, 1.047, -1.932)  0.00
H (-0.210, 0.536, -3.638)  0.04
H (3.385, -1.501, 3.718)  0.12
C (-1.279, -0.120, 3.958)  -0.67
H (-1.972, -4.549, -3.674)  0.11
H (3.747, 3.479, 1.460)  0.11
O (2.808, 3.459, 1.642)  0.02
H (2.146, 0.853, 2.185)  0.13
H (0.777, -0.733, -6.377)  0.08
H (-1.192, -2.295, -5.628)  0.07
H (-2.298, -2.065, -1.457)  0.09
H (1.685, -1.388, 3.613)  0.04
H (-2.739, -3.734, -1.516)  0.07
H (-0.385, 0.219, -7.339)  0.05
H (-3.086, 4.277, 3.160)  0.09
H (0.542, -2.399, 5.491)  0.15
H (-1.206, 2.050, 4.424)  0.08
H (-0.337, -4.743, -3.928)  0.06
H (2.599, -0.305, -2.692)  0.14
H (0.893, -3.388, 4.089)  0.13
N (-1.913, 1.751, -1.501)  0.16
H (-0.475, 2.112, -2.394)  0.06
C (2.555, -1.083, 3.072)  -0.02
H (0.711, -0.729, 0.943)  0.07
H (-1.878, 2.623, -0.953)  0.11
O (-0.241, -0.419, -0.968)  -0.13
C (2.333, 3.019, 0.560)  -0.66
H (4.569, 1.327, -0.950)  0.07
C (-1.000, -4.632, -3.117)  -0.01
H (-0.568, -0.712, 3.435)  0.10
C (-3.672, 3.394, 2.831)  -0.02
H (-2.151, -4.028, 3.980)  0.10
C (1.115, -3.962, 1.038)  -0.18
C (-1.906, -3.099, -1.378)  -0.01
O (-2.115, 2.810, 1.121)  -0.05
C (2.787, 0.399, 2.947)  -0.66
O (-0.300, -2.835, 5.335)  0.01

Output
Lowest unoccupied orbital energy, eV: 0.27
Kohn-Sham gap, Ha: 0.3298
ΔE to the lowest compared entry with this formula, charge and spin, eV: 6.579
SMILES string: NC(N)=O.NC(N)=O.CC(C)O.CC(C)O.CC(C)O.CC(C)O.CC(C)O.CC(C)O.CC(C)O.CC(C)O.CO.CO
Molar mass, g/mol: 665.0

---

ORCA calculation (the ωB97M-V functional and the def2-TZVPD basis) on 12 unconnected molecules or ions with the total composition C28H82N2O12 at a distorted geometry.

Last column: Löwdin charge in e.
Atoms and positions in Å:
H (24.620, -9.735, 16.660)  0.08
C (24.592, -8.942, 17.408)  -0.11
O (10.033, -13.167, 18.882)  -0.07
H (16.947, -13.994, 21.565)  0.13
H (9.570, -11.232, 18.825)  0.12
H (14.862, -8.201, 13.914)  0.13
H (18.358, -5.707, 16.091)  0.08
H (9.139, -16.298, 16.374)  0.08
C (14.456, -9.193, 9.159)  -0.30
C (6.535, -4.926, 13.876)  -0.08
H (22.582, -5.128, 23.097)  0.07
C (14.921, -13.380, 24.793)  -0.12
H (15.118, -10.393, 15.776)  0.07
H (7.492, -5.176, 11.866)  0.10
C (24.802, -8.917, 10.460)  -0.30
H (16.648, -13.038, 19.397)  0.05
O (16.572, -6.563, 15.144)  -0.21
H (24.398, -8.935, 9.447)  0.11
H (4.993, -5.909, 12.686)  0.07
H (20.055, -4.101, 21.743)  0.10
H (8.580, -12.997, 11.862)  0.10
C (17.371, -3.360, 7.614)  -0.28
C (22.058, -4.465, 22.409)  -0.08
O (7.376, -11.433, 12.450)  -0.08
H (5.914, -4.034, 13.797)  0.07
C (17.341, -11.992, 21.345)  -0.08
C (9.366, -17.613, 15.014)  -0.36
C (16.133, -0.586, 19.090)  -0.08
H (18.639, -6.662, 14.812)  0.07
H (23.630, -8.429, 17.393)  0.07
H (17.819, -5.136, 14.449)  0.09
O (13.942, -10.310, 9.866)  -0.08
H (6.444, -11.246, 12.585)  0.09
C (9.391, -12.105, 19.451)  -0.36
H (19.356, -5.461, 23.852)  0.08
C (13.313, -8.131, 9.076)  -0.10
C (6.866, -5.740, 12.558)  -0.32
H (14.193, -6.728, 15.864)  0.07
H (13.035, -7.954, 15.430)  0.08
H (17.848, -2.991, 9.701)  0.06
H (11.141, -16.501, 14.992)  0.08
C (26.312, -9.041, 10.588)  -0.10
H (16.015, -1.356, 17.045)  0.11
C (17.870, -5.968, 15.152)  -0.11
H (9.773, -11.996, 20.467)  0.10
H (7.345, -12.421, 18.812)  0.07
H (26.067, -9.763, 18.512)  0.11
H (15.179, -14.420, 24.595)  0.09
H (15.854, -3.155, 17.418)  0.07
H (11.462, -18.183, 15.413)  0.08
H (24.381, -9.673, 11.123)  0.11
H (11.085, -17.677, 13.769)  0.07
H (22.406, -4.572, 21.381)  0.06
H (26.595, -9.317, 11.604)  0.07
H (8.932, -16.894, 14.319)  0.11
C (17.731, -3.874, 9.073)  -0.07
H (18.717, -4.334, 9.138)  0.07
C (15.244, -13.046, 22.402)  -0.16
H (16.395, -2.877, 7.635)  0.10
H (7.395, -11.640, 20.219)  0.07
H (26.937, -8.230, 10.215)  0.07
O (15.596, -2.812, 18.276)  -0.08
H (7.407, -4.657, 14.473)  0.06
O (15.632, -12.709, 23.782)  -0.20
H (18.211, -2.776, 7.237)  0.10
C (7.930, -12.456, 19.731)  -0.09
H (12.953, -7.798, 10.049)  0.06
H (12.374, -8.617, 8.811)  0.07
H (23.315, -10.180, 19.333)  0.08
H (8.091, -12.559, 9.381)  0.06
H (14.126, -8.059, 16.921)  0.09
H (13.526, -7.278, 8.432)  0.07
H (14.246, -10.244, 10.775)  0.08
H (25.152, -8.665, 19.507)  0.11
H (16.823, -8.246, 16.402)  0.13
H (6.003, -5.630, 14.516)  0.06
C (20.542, -4.825, 22.396)  -0.32
C (25.053, -9.439, 18.746)  -0.32
H (14.557, -9.451, 8.105)  0.10
C (7.641, -12.508, 11.602)  -0.32
H (7.825, -13.330, 20.374)  0.08
H (6.880, -13.287, 11.551)  0.11
H (20.264, -5.825, 22.064)  0.11
H (17.180, -0.852, 19.235)  0.07
H (7.354, -6.705, 12.696)  0.10
H (18.022, -12.216, 22.166)  0.09
H (8.909, -18.586, 14.833)  0.12
H (13.898, -13.018, 24.897)  0.09
H (10.915, -12.984, 18.550)  0.09
H (22.232, -3.430, 22.705)  0.07
H (14.451, -1.252, 17.784)  0.11
H (16.941, -10.981, 21.414)  0.09
H (16.847, -4.407, 9.425)  0.07
H (14.717, -13.989, 22.264)  0.11
H (24.410, -6.988, 10.445)  0.07
O (17.114, -4.381, 6.610)  -0.12
H (8.772, -11.160, 10.277)  0.07
C (10.825, -17.530, 14.817)  -0.11
N (14.793, -9.849, 14.989)  0.01
O (24.220, -10.489, 19.250)  -0.08
C (15.503, -1.434, 18.004)  -0.34
H (7.015, -11.351, 9.911)  0.06
H (15.659, -0.726, 20.061)  0.07
H (13.815, -10.056, 14.848)  0.06
H (16.077, 0.473, 18.839)  0.07
C (14.023, -7.805, 15.867)  -0.09
H (26.562, -9.915, 9.986)  0.07
H (15.738, -14.196, 19.760)  0.06
H (17.926, -12.028, 20.426)  0.07
O (5.646, -6.028, 11.993)  -0.08
C (16.379, -13.089, 21.352)  -0.46
C (15.040, -8.405, 14.969)  -0.43
H (17.037, -4.024, 5.721)  0.07
O (20.031, -4.794, 23.707)  -0.09
H (14.514, -12.300, 22.088)  0.12
H (15.455, -13.187, 25.723)  0.08
H (15.386, -8.794, 9.566)  0.11
C (16.503, -7.996, 15.391)  -0.14
H (25.232, -8.185, 16.954)  0.07
H (17.116, -8.437, 14.606)  0.12
C (7.937, -11.856, 10.199)  -0.09
O (24.300, -7.702, 11.077)  -0.11
N (15.837, -13.213, 19.972)  0.03
O (9.033, -17.251, 16.329)  -0.07

Output
Lowest unoccupied orbital energy, eV: 0.19
Kohn-Sham gap, Ha: 0.3379
ΔE to the lowest compared entry with this formula, charge and spin, eV: 5.898
SMILES string: COC[C@H](C)N.COC[C@H](C)N.CCO.CCO.CCO.CCO.CCO.CCO.CCO.CCO.CCO.CCO
Molar mass, g/mol: 639.0

---

> What is the formula in the second record?

C28H82N2O12